A 2-piece molecular cluster, H4O2 overall at a distorted geometry, computed with ωB97M-V/def2-TZVPD.

The energy above the lowest of the compared OMol25 structures with the same formula, charge and spin comes out at 11.0 kcal per mole. For the gap between HOMO and LUMO, the calculation gives 11.55 eV. The total charge is 0. As for the energy: -4159.4624 eV.

Last columns: bonded neighbours and bond lengths (Å).
Atoms and positions in Å:
1 O -0.5924 1.1291 -0.4831  H2 1.005, H3 0.935
2 H -0.6898 0.2384 -0.0274  O1 1.005
3 H -1.2765 1.3083 -1.0946  O1 0.935
4 O 0.7547 -1.0011 0.4104  H5 0.990, H6 0.982
5 H 0.4739 -0.7639 1.3294  O4 0.990
6 H 0.1941 -1.8065 0.3744  O4 0.982